1.
The following is a DFT calculation (ωB97M-V with the def2-TZVPD basis set) of an isolated molecule of C3H8N2 at a distorted geometry.

SMILES: [H]/N=C\NCC
E_LUMO: 1.08 eV

Cartesian coordinates (Å):
H -2.401 0.501 1.274
N 2.609 0.033 -1.065
H 2.307 0.097 -2.038
C 1.726 -0.548 -0.348
H 2.001 -1.252 0.442
H -1.760 1.438 -0.113
H -0.456 -0.868 1.434
N 0.365 -0.337 -0.410
H -0.016 -0.059 -1.300
H 0.073 0.811 1.322
H -2.221 -0.276 -0.329
C -0.415 0.000 0.772
C -1.813 0.460 0.359

---

2.
The following is a DFT calculation (ωB97M-V with the def2-TZVPD basis set) of an isolated molecule of C5H5NO2 at a distorted geometry.

E_LUMO (alpha / beta): -0.38 / -0.38 eV

Cartesian coordinates (Å):
H -0.618 -2.075 -0.405
N -0.593 1.421 -1.597
C 1.308 -0.611 1.771
C -1.250 0.914 -0.635
H -1.995 -0.085 1.031
H 0.604 -1.037 -0.603
O 2.084 -0.891 2.668
H 0.569 2.322 -2.906
O 0.375 -1.506 1.412
C -1.200 -0.070 0.176
C -0.192 -1.146 0.105
C -0.345 2.402 -2.291
H 1.252 0.363 1.274

---

3.
The following is a DFT calculation (ωB97M-V with the def2-TZVPD basis set) of a structure of composition C19H42InO6.

E_LUMO: 2.11 eV
total charge: -1

Cartesian coordinates (Å):
H -3.246 0.072 2.713
C -2.895 -0.608 -0.746
O 5.417 -5.417 0.000
H -1.971 7.403 3.954
C -2.903 1.513 -5.796
H -3.225 0.649 -2.501
O -1.057 5.601 2.464
C -1.112 2.261 3.196
O -3.844 1.664 -0.869
In -0.702 -1.058 2.607
C 3.898 -4.891 2.794
H -3.460 -0.496 0.183
H 4.478 -5.490 2.092
H 4.543 -3.260 0.524
H -0.257 1.931 3.798
H -4.226 -0.125 -6.215
C -1.517 -2.095 0.802
C -3.315 2.261 0.298
H -3.068 7.933 2.657
H -2.507 7.099 0.193
H 6.264 -4.215 -2.033
C -1.476 6.639 2.020
C -1.486 6.919 0.534
H -2.706 -0.200 4.357
H 6.998 -7.040 1.083
H -4.851 2.327 -5.412
H 7.928 -4.312 -1.410
H 0.706 -0.114 2.036
H 4.577 -4.447 3.525
C -1.499 -1.146 -0.414
H -1.099 -1.665 -1.295
H 3.181 -5.525 3.312
H -2.542 -2.432 0.982
C -2.926 0.753 -1.456
H 7.759 -7.365 -0.493
C 7.475 -6.587 0.218
H -1.235 3.341 3.293
H 8.385 -6.072 0.531
H -0.822 -0.301 -0.242
O -1.872 1.573 -5.175
H -1.459 8.647 2.786
H -1.921 1.194 -1.458
O -2.307 1.655 3.610
C -3.890 2.657 -5.811
C 3.142 -3.798 2.062
H -2.818 1.534 0.944
H -4.139 2.703 0.855
H -3.423 0.538 -7.639
H -0.878 2.038 2.148
C -3.284 0.281 -6.587
H -3.509 3.474 -5.204
H 4.640 -2.259 1.986
H -1.071 6.067 0.001
H 7.302 -5.604 -2.436
C 6.525 -5.610 -0.436
C 7.033 -4.885 -1.659
H -0.894 -2.974 0.633
H -2.593 3.045 0.042
H -2.503 -0.469 -6.493
H -4.052 3.002 -6.835
C 3.959 -2.772 1.303
H -0.897 7.812 0.315
H -3.406 -1.344 -1.371
H 3.281 -2.045 0.862
C -2.029 7.725 2.918
C -2.398 0.225 3.395
H -0.144 -2.190 3.865
O 1.942 -3.727 2.097

---

4.
The following is a DFT calculation (ωB97M-V with the def2-TZVPD basis set) of an isolated molecule of CH4NP3 at a distorted geometry.

SMILES: C=NP1=[PH]=[PH]=1
E_LUMO: -0.39 eV

Cartesian coordinates (Å):
P -1.234 -1.191 -0.583
H -2.317 -1.258 -1.465
C 2.012 0.325 0.181
P -2.361 0.328 0.533
H -1.984 0.099 1.906
H 2.777 -0.017 0.910
N 0.785 0.112 0.133
P -0.255 0.777 -0.930
H 2.577 0.824 -0.686

---

5.
The following is a DFT calculation (ωB97M-V with the def2-TZVPD basis set) of a structure of composition C19H37NNdO4Si at a distorted geometry.

⟨S²⟩: 3.756
E_LUMO (alpha / beta): 2.60 / 2.59 eV
multiplicity: 4
total charge: -1

Cartesian coordinates (Å):
Si 0.617 -0.937 0.084
H -0.391 -2.731 4.535
H -0.718 -0.397 -2.876
C -0.349 -1.977 2.507
H 0.302 -4.015 -2.871
C 0.028 -3.018 -3.238
H -4.069 -0.774 0.277
C 3.449 -0.728 1.766
C 2.262 1.471 1.450
H -4.713 1.502 1.602
C -0.873 4.671 0.213
H -0.633 -3.966 1.700
H 2.555 -3.107 -2.165
C -0.265 4.530 -1.144
H 4.733 0.020 -0.519
H -4.852 3.513 -0.212
C -4.196 1.952 -1.696
H 2.960 1.994 2.121
C 4.206 0.843 -0.016
O 2.111 -0.292 -0.222
H -4.240 2.488 -2.646
H 3.839 -1.613 1.245
O 0.715 -1.645 1.567
H 0.300 -2.956 -4.302
H -1.811 -0.976 3.725
N -0.691 3.201 -1.595
C 2.271 -2.124 -2.557
H 1.884 2.192 0.711
C -4.464 1.429 0.542
H -1.864 -0.486 2.025
H -1.658 -2.721 0.933
C -3.924 0.558 -1.535
O 0.362 -2.114 -1.049
H -1.946 4.847 0.297
C 0.353 -2.472 3.770
C 0.364 -0.555 -2.976
H -2.042 -3.313 2.573
H -0.295 4.455 1.108
H 0.618 -0.494 -4.047
H -1.057 -2.893 -3.152
C -4.098 0.232 -0.150
H 0.905 0.252 -2.462
O -0.552 0.165 0.016
C -1.224 -3.061 1.883
H -0.594 5.376 -1.791
H 2.587 -2.062 -3.611
H 0.837 4.601 -1.052
H 2.799 -1.349 -1.990
H 1.003 -1.691 4.187
C -1.186 -0.748 2.847
C 2.998 0.326 0.761
H -0.551 0.112 3.099
H -3.759 -0.163 -2.339
H 0.955 -3.366 3.563
H 3.910 1.589 -0.761
H 2.618 -1.037 2.411
H 4.908 1.317 0.684
Nd -1.921 1.773 -0.256
H 1.425 1.099 2.055
C 0.762 -1.932 -2.452
H -0.422 3.030 -2.563
C -4.529 2.489 -0.412
H 4.248 -0.313 2.398

---

6.
The following is a DFT calculation (ωB97M-V with the def2-TZVPD basis set) of a structure of composition C22H33N3OPd.

⟨S²⟩: 6.013
E_LUMO (alpha / beta): -5.62 / -8.61 eV
multiplicity: 5
total charge: +2

Cartesian coordinates (Å):
N 1.583 1.965 0.309
C 3.368 0.601 -0.717
C -0.692 5.154 0.098
C 1.936 2.253 1.708
N 1.153 0.026 2.334
C -1.307 4.702 -2.171
H -2.300 -2.998 -1.061
H 0.363 0.316 2.905
H -2.438 -3.292 0.669
C -0.757 5.556 -1.226
H -3.947 0.348 -0.289
C -1.052 -5.538 -0.518
C 1.262 -4.980 -0.090
H 1.426 -0.897 2.660
C 2.692 1.951 -0.663
H 0.889 2.646 0.001
H 2.644 -6.612 -0.144
H -2.562 0.379 1.640
H -1.455 -7.601 -0.913
H 3.431 2.721 -0.435
Pd 0.551 -0.103 0.240
H -0.401 6.536 -1.516
C -3.594 1.316 -0.646
H 2.455 1.233 3.516
H -1.199 1.495 1.852
H 0.903 -8.289 -0.668
H 4.135 0.611 -1.491
O 0.468 -2.337 0.177
C -1.774 3.450 -1.796
C 1.611 -6.306 -0.249
C 0.629 -7.248 -0.545
H -4.273 2.092 -0.289
C -2.182 1.607 -0.099
H 2.015 -0.364 -1.943
H 1.073 2.736 2.169
H 2.015 -4.241 0.146
H -2.204 2.802 -2.553
C -1.160 3.897 0.473
H -0.304 5.832 0.849
C -0.431 -3.173 -0.039
H -1.142 3.628 1.523
H 2.699 -1.376 -0.854
C -1.868 -2.754 -0.089
H -3.625 1.309 -1.735
C -0.698 -6.865 -0.681
H 3.862 0.357 0.219
C 2.270 0.988 2.470
H 2.266 2.181 -1.642
C -2.196 1.383 1.419
H -1.384 5.018 -3.204
C -1.215 0.692 -0.788
N 2.345 -0.434 -0.984
H -2.857 2.097 1.910
C -1.708 3.026 -0.470
H 3.168 0.513 2.088
H -1.140 0.562 -1.870
H -2.090 -5.254 -0.627
C -0.074 -4.582 -0.221
H -1.959 -1.686 0.076
H 2.774 2.949 1.775